The following is a quantum chemistry calculation of a structure of composition C64H81Cl3CsGeIN4PTe in a non-equilibrium geometry, from the OMol25 dataset.

The total charge is -2. The spin multiplicity is 2. The frontier orbital gap (alpha / beta) is 5.005 / 6.311 eV. The calculated total energy is -192961.817 eV.

Positions of all 157 atoms, in Å:
Cs  1.10696  -0.15483  -0.20147
C  3.33971  -3.58841  2.00075
C  3.21479  -3.34591  0.50209
C  2.91683  -4.57391  -0.30963
C  3.92949  -5.29203  -0.93017
C  3.64458  -6.40283  -1.71265
C  2.32593  -6.79219  -1.87783
C  1.28437  -6.10110  -1.26355
C  -0.13900  -6.55712  -1.46862
C  -0.54322  -7.70103  -0.53786
C  1.58750  -4.99011  -0.46199
N  0.56848  -4.22446  0.13065
C  0.07258  -4.66644  1.22803
C  -1.01384  -4.11367  1.97809
C  -1.55984  -4.73517  3.11443
C  -2.64241  -3.94274  3.50019
C  -2.67890  -2.89177  2.57129
N  -1.69980  -2.97346  1.65401
H  3.60389  -2.65539  2.49476
H  4.12188  -4.32287  2.20792
H  2.40331  -3.95610  2.42807
H  4.14650  -2.89849  0.14450
H  2.41188  -2.62884  0.31154
H  4.95488  -4.95763  -0.81046
H  4.44245  -6.94536  -2.20476
H  2.08639  -7.64603  -2.50456
H  -0.25519  -6.88308  -2.50727
H  -0.81254  -5.71402  -1.31462
H  0.13689  -8.54921  -0.64515
H  -1.55714  -8.04382  -0.75558
H  -0.51617  -7.38160  0.50391
H  0.48174  -5.58916  1.66768
H  -1.20592  -5.64844  3.57231
H  -3.31248  -4.09482  4.33367
H  -3.37084  -2.06019  2.56320
C  0.84554  5.19505  1.23432
C  -0.66758  5.40643  1.24991
C  -1.00298  6.86981  0.95757
C  -1.37162  4.46622  0.29485
C  -2.13573  3.41503  0.76745
C  -2.82502  2.53499  -0.06781
C  -3.71487  1.54140  0.67030
C  -3.87008  0.15936  0.05949
C  -5.08471  2.16531  0.95904
C  -2.73420  2.71609  -1.45481
C  -1.98008  3.79943  -1.95595
C  -1.29643  4.63017  -1.08004
C  -1.97837  4.18235  -3.43275
C  -0.63066  4.73397  -3.91222
C  -3.06334  5.22904  -3.71431
C  -3.60752  1.96382  -2.42617
C  -4.86645  2.54636  -2.60770
C  -5.79046  2.06549  -3.51659
C  -5.45075  0.97793  -4.30225
C  -4.21501  0.38078  -4.12442
C  -3.27907  0.81692  -3.18112
P  -1.76603  -0.22765  -2.86437
C  -2.33051  -2.03058  -3.10736
C  -3.63623  -2.29017  -2.34628
C  -1.24413  -2.84306  -2.37937
C  -2.48759  -2.60400  -4.52388
C  -0.63931  0.22661  -4.31354
C  -1.33979  0.52399  -5.63704
C  0.46184  -0.81478  -4.53683
C  0.09036  1.47344  -3.79704
H  1.33864  5.86507  1.94250
H  1.25964  5.38921  0.24401
H  1.10717  4.16908  1.49285
H  -1.04157  5.17330  2.25324
H  -0.57945  7.18180  0.00073
H  -0.57814  7.51610  1.72832
H  -2.08195  7.03445  0.92169
H  -2.22713  3.27112  1.83937
H  -3.21703  1.38813  1.63245
H  -4.48149  0.16236  -0.84306
H  -4.35596  -0.50016  0.78065
H  -2.89460  -0.27031  -0.16968
H  -5.65406  2.29515  0.03612
H  -4.98340  3.14052  1.43857
H  -5.66328  1.51460  1.61921
H  -0.69956  5.43904  -1.48136
H  -2.21662  3.29435  -4.02322
H  -0.51059  5.77911  -3.61871
H  -0.57919  4.69808  -5.00283
H  0.21535  4.18161  -3.50658
H  -2.88520  6.11864  -3.10533
H  -4.06071  4.85688  -3.48813
H  -3.04141  5.52717  -4.76609
H  -5.11039  3.41142  -2.00350
H  -6.75684  2.54488  -3.61629
H  -6.14121  0.58613  -5.03919
H  -3.97269  -0.47138  -4.73747
H  -3.56927  -1.97520  -1.30654
H  -3.81235  -3.37039  -2.33999
H  -4.50047  -1.80938  -2.80610
H  -1.25474  -2.66229  -1.30327
H  -0.23658  -2.63736  -2.74278
H  -1.42896  -3.90940  -2.53729
H  -3.23380  -2.09473  -5.13200
H  -2.81386  -3.64490  -4.42934
H  -1.55407  -2.61514  -5.08077
H  -1.85823  -0.35046  -6.03499
H  -0.59219  0.83343  -6.37533
H  -2.06479  1.33288  -5.53880
H  0.12833  -1.72226  -5.03530
H  0.94379  -1.08901  -3.59658
H  1.23383  -0.35944  -5.16601
H  -0.56472  2.16030  -3.27075
H  0.57706  2.00777  -4.61824
H  0.86551  1.16691  -3.09408
C  4.20738  0.58405  -3.74014
Te  4.26554  -0.85454  -2.16865
C  3.74909  -2.47137  -3.48571
H  3.33545  0.38065  -4.35841
H  5.11629  0.53583  -4.33452
H  4.11188  1.56015  -3.27194
H  4.51812  -2.58402  -4.24776
H  2.78738  -2.28716  -3.95856
H  3.68664  -3.38722  -2.90004
Cl  4.21218  5.20120  -0.42084
Ge  3.69874  3.07339  0.49377
Cl  5.33077  1.95238  -0.69292
Cl  1.96227  2.62907  -1.08370
C  2.77490  0.47020  2.14594
C  3.00807  0.64888  3.35889
C  3.28047  0.89413  4.69916
C  3.86873  2.19434  5.04585
C  4.79890  2.36553  6.07842
C  5.35838  3.60779  6.33642
C  5.01251  4.71121  5.56706
C  4.10545  4.55373  4.52551
C  3.54370  3.31579  4.27067
C  2.95257  -0.10867  5.70693
C  2.61559  -1.41284  5.30416
C  2.24176  -2.38153  6.21549
C  2.17924  -2.08543  7.57390
C  2.49027  -0.79770  7.99322
C  2.86900  0.17404  7.08118
H  5.10911  1.50859  6.66280
H  6.08455  3.70964  7.13492
H  5.45706  5.67911  5.76511
H  3.84130  5.39690  3.89789
H  2.84586  3.18589  3.45244
H  2.62779  -1.62757  4.24603
H  1.98362  -3.37238  5.85957
H  1.87799  -2.84016  8.29015
H  2.41918  -0.53827  9.04355
H  3.05987  1.17861  7.43264
I  -0.06455  2.25196  6.35364
C  -0.28655  1.08166  4.67763
C  -0.37438  -0.29159  4.60561
N  -0.55081  -0.58049  3.30687
N  -0.58939  0.50840  2.53115
C  -0.41537  1.52702  3.35534
H  -0.32179  -1.05512  5.36215
H  -0.73368  -1.48413  2.87512
H  -0.36683  2.53482  2.98189

Forces on the atoms, in the same order (eV/Å):
-0.9 -0.8 0.2
0.0 0.0 0.1
0.0 0.1 -0.2
0.1 0.0 0.0
0.0 0.0 0.0
0.0 0.0 0.0
0.0 0.0 0.0
0.0 0.0 0.0
0.0 0.0 0.0
0.0 0.0 0.0
-0.1 0.0 -0.1
-0.1 -0.1 0.0
-0.1 0.0 -0.1
0.1 0.0 0.0
0.0 0.0 0.0
0.0 -0.1 0.0
0.0 0.1 0.0
0.0 0.0 0.0
0.0 0.1 0.1
0.0 0.0 0.0
0.0 0.0 0.0
0.0 0.0 0.0
0.2 -0.1 0.1
0.0 0.0 0.0
0.0 0.0 0.0
0.0 0.0 0.0
0.0 0.0 0.0
0.0 0.0 0.0
0.0 0.0 0.0
0.0 0.0 0.0
0.0 0.0 0.0
0.0 0.0 0.0
0.0 0.0 0.0
0.0 0.0 0.0
0.0 0.1 0.0
0.0 0.0 0.0
0.0 0.0 0.0
0.0 0.0 0.0
0.0 -0.1 0.0
0.0 0.0 0.0
0.0 0.0 0.1
0.0 0.0 0.0
0.0 0.0 0.0
0.0 0.0 0.0
0.0 0.0 -0.1
0.0 0.0 0.0
0.0 0.0 0.0
0.0 0.0 0.0
0.0 0.0 0.0
0.0 0.0 0.0
0.0 0.0 0.0
0.0 0.0 0.0
0.0 0.0 0.0
0.0 0.0 0.0
0.0 0.0 0.0
0.0 0.0 -0.1
-0.1 0.0 0.1
0.0 0.0 0.0
0.0 0.0 0.0
0.0 0.0 0.0
0.0 0.0 0.0
0.0 0.0 0.0
0.0 0.0 0.0
0.0 0.0 0.0
0.0 -0.2 0.0
0.0 0.0 0.0
0.0 0.0 0.0
0.0 -0.1 0.0
0.0 0.0 0.0
0.0 0.0 0.0
0.0 0.0 0.0
0.0 0.0 0.0
0.0 0.0 0.0
0.0 0.0 0.0
0.0 0.0 0.0
0.0 0.0 0.0
0.0 0.0 0.0
0.0 0.0 0.0
0.0 0.0 0.0
0.0 0.0 0.0
0.0 0.0 0.0
0.0 0.0 0.0
0.0 0.0 0.0
0.0 0.0 0.0
0.0 0.0 0.0
0.0 0.0 0.0
0.0 0.0 0.0
0.0 0.0 0.0
0.0 0.0 0.0
0.0 0.0 0.0
0.0 0.0 0.0
0.0 0.0 0.0
0.0 0.0 0.0
0.0 0.0 0.0
0.0 0.0 0.0
0.0 0.0 0.0
0.0 0.0 0.0
0.0 0.0 0.0
0.0 0.0 0.0
0.0 0.0 0.0
0.0 0.0 0.0
0.0 0.0 0.0
0.0 0.0 0.0
0.0 0.0 0.0
0.0 0.0 0.0
0.0 0.0 0.0
0.0 0.0 0.0
0.0 0.0 0.0
0.0 0.0 0.0
0.0 0.2 0.0
0.0 0.0 0.0
0.1 -0.1 -0.2
0.0 0.0 0.0
0.0 0.0 0.0
0.0 0.0 0.0
0.0 0.0 0.0
0.0 0.0 0.0
0.0 0.0 0.0
0.0 0.0 0.0
0.0 -0.1 0.0
0.1 0.2 -0.1
0.0 0.0 0.0
0.3 0.8 -0.2
0.3 0.0 0.4
0.0 0.0 0.0
0.0 -0.1 0.1
0.0 0.0 0.0
0.0 0.0 0.0
0.0 0.0 0.0
0.0 0.0 0.0
0.0 0.0 0.0
0.0 0.0 0.0
0.0 0.0 -0.1
0.0 0.0 0.0
0.0 0.0 0.0
0.0 0.0 0.0
0.0 0.0 0.0
0.0 0.0 0.0
0.0 0.0 0.0
0.0 0.0 0.0
0.0 0.0 0.0
0.0 0.0 0.0
0.0 0.0 0.0
0.0 -0.1 -0.1
0.0 0.0 0.0
0.0 0.0 0.0
0.0 0.0 0.0
0.0 0.0 0.0
0.0 0.0 0.0
0.0 -0.1 0.0
-0.1 0.0 0.0
0.0 0.0 -0.1
0.0 0.0 -0.1
0.0 0.0 0.0
0.0 0.0 0.0
0.0 0.0 0.0
0.0 0.1 0.0


The following is a quantum chemistry calculation of a structure of composition C11H18BrCsN2O3Se3Te, from the OMol25 dataset.

The total charge is -2. The calculation puts the energy relative to the best compared isomer or geometry (same formula, charge and spin) at 0.0 kcal/mol. The frontier orbital gap is 4.444 eV. The calculated total energy is -294749.254 eV.

Positions of all 40 atoms, in Å:
Cs  -1.79282  -1.57781  -0.16108
N  -1.26330  -1.09316  3.15577
C  -0.38616  0.01414  2.75737
C  -1.17369  1.29766  2.50464
C  -0.77432  2.04029  1.21307
O  -0.82886  3.27952  1.20883
O  -0.45903  1.28951  0.24009
H  -1.62736  -0.95699  4.09025
H  -0.77766  -1.98334  3.13505
H  0.08570  -0.26817  1.81639
H  0.42665  0.21071  3.46929
H  -1.12695  1.99560  3.34135
H  -2.22641  1.02744  2.36667
Se  -4.79012  -2.27282  -1.96005
Se  -4.47591  -4.11339  -0.52660
Te  -2.26723  -5.27539  -1.09162
Se  -0.62405  -4.86638  0.75205
C  0.89692  3.86394  -1.47391
C  2.04443  4.13264  -0.54809
C  2.74285  5.33212  -0.55723
C  3.78533  5.55338  0.33045
C  4.07731  4.52211  1.20150
Br  5.52101  4.76825  2.45096
N  3.45009  3.37656  1.25144
C  2.44504  3.18426  0.39311
H  0.77915  4.68411  -2.18417
H  -0.01164  3.75227  -0.87666
H  1.04374  2.93317  -2.02304
H  2.46669  6.10762  -1.26328
H  4.34256  6.47832  0.34718
H  1.93011  2.23266  0.46035
C  -2.72718  1.38945  -2.56944
C  -1.32045  1.45206  -3.13762
O  -0.38577  0.72674  -2.36924
H  -3.41817  1.96156  -3.19502
H  -2.74786  1.80925  -1.56100
H  -3.09122  0.36027  -2.52451
H  -1.00901  2.50344  -3.23238
H  -1.30223  1.01866  -4.14134
H  -0.39600  1.08323  -1.45072

Forces on the atoms, in the same order (eV/Å):
0.0 0.0 -0.1
0.0 0.0 0.0
0.0 0.0 -0.1
0.0 0.0 0.0
0.0 0.0 0.0
0.0 0.0 0.0
0.1 0.0 0.0
0.0 0.0 0.0
0.0 0.0 0.0
0.0 0.0 0.0
0.0 0.0 0.0
0.0 0.0 0.0
0.0 0.0 0.0
0.0 0.0 0.0
0.0 0.0 0.1
-0.1 0.0 -0.1
0.0 0.1 0.1
0.0 0.0 0.1
0.0 0.0 0.0
0.0 0.0 0.0
0.0 0.0 0.0
0.0 0.1 0.0
0.0 0.0 0.0
0.0 0.0 0.0
0.0 0.0 0.1
0.0 0.0 0.0
0.0 0.0 0.0
0.0 0.0 0.0
0.0 0.0 0.0
0.0 0.0 0.0
-0.1 0.0 0.0
0.0 0.0 0.0
0.0 0.0 0.0
0.0 0.0 0.0
0.0 0.0 0.0
0.0 0.0 0.0
0.0 0.0 0.0
0.0 0.0 0.0
0.0 0.0 0.0
0.0 0.0 0.0


The following is a quantum chemistry calculation of a cluster of 2 separate species, C2H7N2OP in total in a non-equilibrium geometry, from the OMol25 dataset.

The calculation puts the energy relative to the best compared isomer or geometry (same formula, charge and spin) at 83.0 kcal/mol. The frontier orbital gap is 9.073 eV. The calculated total energy is -16501.578 eV.

Positions of all 13 atoms, in Å:
C  -0.12584  -0.70068  -0.08257
C  2.09187  0.20996  0.09660
N  0.81697  0.15128  -0.51000
N  -1.84627  -0.11229  -0.94712
O  -0.10646  -1.55041  0.71826
P  -2.66071  0.38230  0.40142
H  2.35929  1.17577  0.51242
H  1.95420  -0.39016  0.90151
H  2.92721  -0.22152  -0.63875
H  0.55678  0.64530  -1.31998
H  -2.11367  -1.00208  -1.34716
H  -1.82687  1.65222  0.67424
H  -2.02651  -0.23970  1.54114

Forces on the atoms, in the same order (eV/Å):
-1.5 1.9 -2.2
2.5 0.1 -2.9
-1.9 -0.4 -0.3
4.6 -1.6 0.5
-0.3 -0.8 0.6
-0.3 2.3 1.9
0.0 0.4 -0.5
0.5 -2.1 2.5
-1.6 1.0 1.8
-0.2 0.9 -0.8
-0.4 -0.1 0.1
-1.1 -1.5 -0.4
-0.3 -0.1 -0.4


> Number 2 is which compound?

C11H18BrCsN2O3Se3Te


> Which value of calculated total energy does entry 1 give?

-192961.817 eV